1.
Entry from OMol25: a cluster of 2 separate species, C9H11O3 in total in a non-equilibrium geometry (wB97M-V/def2-TZVPD).

Geometry as XYZ:
```
23
Properties=species:S:1:pos:R:3:nbo_charge:R:1
C -2.786 -4.023 0.779 -0.73
C -1.881 -2.803 0.491 0.79
O -0.711 -2.919 1.004 -0.79
O -2.396 -1.830 -0.044 -0.73
H -2.350 -4.921 0.329 0.20
H -3.751 -3.830 0.321 0.20
H -2.851 -4.221 1.846 0.21
C 1.091 3.927 -0.982 -0.62
C 1.122 -0.242 0.202 0.35
C -0.020 0.337 -0.344 -0.31
C 2.294 0.544 0.230 -0.29
C -0.043 1.666 -0.732 -0.19
C 2.235 1.861 -0.142 -0.21
C 1.070 2.480 -0.588 -0.10
O 1.205 -1.517 0.574 -0.73
H 0.318 -2.019 0.797 0.51
H -0.940 -0.228 -0.380 0.26
H 3.118 0.113 0.786 0.20
H -1.023 2.125 -0.804 0.19
H 3.061 2.525 -0.002 0.18
H 1.042 4.618 -0.126 0.20
H 0.252 4.190 -1.615 0.20
H 1.945 4.168 -1.601 0.20
```

Values from the calculation:
Maximum force: 2.05 eV/A
Gap between HOMO and LUMO: 7.71 eV
HOMO energy: -4.3 eV
Net charge: -1

---

2.
Entry from OMol25: a structure of composition C9H11O3 in a non-equilibrium geometry (wB97M-V/def2-TZVPD).

Geometry as XYZ:
```
23
Properties=species:S:1:pos:R:3:nbo_charge:R:1
C -2.605 -1.718 2.593 -0.61
C -0.681 -0.487 -0.978 0.37
C -0.260 0.096 0.256 -0.31
C -1.782 -1.381 -1.065 -0.34
C -1.040 -0.150 1.334 -0.18
C -2.353 -1.815 0.120 -0.21
C -1.980 -1.250 1.347 -0.13
O -0.061 -0.100 -2.050 -0.75
H 0.832 0.652 -1.947 0.50
H 0.710 0.866 0.254 0.26
H -2.092 -1.549 -2.092 0.21
H -1.062 0.494 2.276 0.18
H -3.240 -2.443 0.061 0.18
H -2.241 -2.764 2.809 0.20
H -3.683 -1.758 2.531 0.19
H -2.296 -1.085 3.441 0.20
C 3.938 2.579 -1.429 -0.79
C 2.729 1.406 -1.047 0.84
O 1.673 1.557 -1.749 -0.78
O 2.871 0.777 -0.071 -0.67
H 3.616 3.515 -1.955 0.21
H 4.556 2.033 -2.201 0.20
H 4.451 2.526 -0.439 0.22
```

Values from the calculation:
Maximum force: 6.31 eV/A
Gap between HOMO and LUMO: 7.20 eV
HOMO energy: -3.6 eV
Net charge: -1

---

3.
Entry from OMol25: a cluster of 2 separate species, C9H11O3 in total in a non-equilibrium geometry (wB97M-V/def2-TZVPD).

Geometry as XYZ:
```
23
Properties=species:S:1:pos:R:3:nbo_charge:R:1
C -2.763 2.037 0.142 -0.75
C -2.019 2.784 -0.963 0.80
O -1.797 2.119 -2.076 -0.73
O -1.757 3.967 -0.879 -0.66
H -3.058 1.060 -0.227 0.24
H -3.598 2.676 0.398 0.22
H -2.040 1.858 0.942 0.23
C 2.756 -1.844 1.839 -0.62
C -0.313 -0.599 -1.028 0.38
C 0.471 0.350 -0.264 -0.31
C 0.287 -1.859 -1.079 -0.34
C 1.449 -0.065 0.612 -0.21
C 1.231 -2.311 -0.140 -0.21
C 1.829 -1.417 0.720 -0.13
O -1.496 -0.308 -1.464 -0.80
H 0.363 1.417 -0.392 0.20
H -1.680 1.084 -1.976 0.52
H -0.125 -2.608 -1.748 0.19
H 1.976 0.707 1.171 0.19
H 1.424 -3.376 -0.126 0.19
H 2.337 -1.437 2.773 0.20
H 3.712 -1.315 1.829 0.20
H 2.811 -2.921 1.935 0.20
```

Values from the calculation:
Maximum force: 1.57 eV/A
Gap between HOMO and LUMO: 7.12 eV
HOMO energy: -3.6 eV
Net charge: -1

---

4.
Entry from OMol25: a cluster of 2 separate species, C9H11O3 in total in a non-equilibrium geometry (wB97M-V/def2-TZVPD).

Geometry as XYZ:
```
23
Properties=species:S:1:pos:R:3:nbo_charge:R:1
C 1.159 1.901 -2.879 -0.74
C 0.192 2.821 -2.165 0.80
O -0.150 2.414 -0.957 -0.77
O -0.076 3.933 -2.572 -0.61
H 1.524 1.083 -2.257 0.22
H 2.012 2.584 -3.058 0.24
H 0.754 1.564 -3.828 0.23
C -1.640 -3.599 2.342 -0.65
C -0.563 -0.158 1.390 -0.16
C -1.197 -1.170 2.119 -0.23
C 0.582 -0.417 0.560 0.37
C -0.832 -2.474 1.759 0.10
C 0.995 -1.769 0.325 -0.17
C 0.253 -2.735 0.925 -0.23
O 1.181 0.561 -0.004 -0.53
H -0.765 0.909 1.448 0.24
H -1.928 -0.786 2.816 0.24
H 0.451 1.670 -0.332 0.51
H 1.874 -1.964 -0.312 0.24
H -2.669 -3.220 2.452 0.23
H -1.448 -3.737 3.405 0.24
H 0.547 -3.758 0.759 0.22
H -1.632 -4.486 1.728 0.23
```

Values from the calculation:
Maximum force: 3.34 eV/A
2S+1: 2
Gap between HOMO and LUMO (alpha / beta): 9.21 / 6.14 eV
HOMO energy (alpha / beta): -9.1 / -9.0 eV
Expectation value of S²: 0.787

---

5.
Entry from OMol25: an isolated molecule of C9H11PS in a non-equilibrium geometry (wB97M-V/def2-TZVPD).

Geometry as XYZ:
```
22
Properties=species:S:1:pos:R:3:nbo_charge:R:1
C 0.323 -3.408 -0.817 -0.41
C 0.401 -2.373 0.058 -0.51
P -1.096 -1.297 0.299 0.78
C -1.599 -1.158 -1.520 -0.91
C -0.016 0.205 0.619 -0.27
C -0.264 0.744 1.845 -0.18
C 0.182 2.123 2.181 -0.21
C 0.615 2.954 1.211 -0.16
C 0.789 2.481 -0.150 -0.34
S 2.336 1.635 -0.555 0.07
C 0.550 1.007 -0.407 -0.28
H 1.254 -3.865 -1.179 0.19
H -0.557 -3.976 -1.147 0.19
H 1.522 -2.150 0.282 0.24
H -1.730 -0.159 -1.775 0.22
H -0.716 -1.564 -1.983 0.24
H -2.584 -1.739 -1.615 0.24
H -0.865 0.230 2.538 0.22
H -0.159 2.491 3.116 0.21
H 0.862 3.974 1.298 0.21
H 0.524 3.096 -0.974 0.23
H 0.228 0.750 -1.324 0.22
```

Values from the calculation:
Maximum force: 3.40 eV/A
Gap between HOMO and LUMO: 8.53 eV
HOMO energy: -8.3 eV
SMILES: C=CP(C)C1=CC=C[C@H]2S[C@@H]12

---

6.
Entry from OMol25: a structure of composition C9H12 in a non-equilibrium geometry (wB97M-V/def2-TZVPD).

Geometry as XYZ:
```
21
Properties=species:S:1:pos:R:3:nbo_charge:R:1
C 1.264 -2.081 0.025 -0.55
C 0.923 -0.567 -0.160 -0.07
C 2.206 -0.002 0.090 -0.22
C 2.533 1.391 -0.030 -0.39
C -0.361 -0.050 -0.202 -0.05
C -1.655 -0.916 -0.382 -0.22
C -2.877 -0.905 0.368 -0.37
C -0.625 1.326 0.235 -0.22
C -1.607 2.071 -0.248 -0.38
H 0.481 -2.551 0.308 0.18
H 2.129 -2.728 -0.910 0.18
H 1.883 -2.255 0.863 0.20
H 3.013 -0.637 0.664 0.23
H 2.198 2.388 -0.438 0.23
H 3.682 1.487 0.410 0.19
H -1.487 -1.888 -1.030 0.22
H -3.114 -0.245 1.351 0.21
H -3.583 -1.643 0.251 0.19
H 0.194 1.740 0.942 0.22
H -2.460 1.655 -0.802 0.21
H -1.737 3.071 0.220 0.20
```

Values from the calculation:
Maximum force: 7.25 eV/A
Gap between HOMO and LUMO: 7.79 eV
HOMO energy: -7.9 eV

---

7.
Entry from OMol25: the ion C9H12BrFN3 with charge +1 in a non-equilibrium geometry (wB97M-V/def2-TZVPD).

Geometry as XYZ:
```
26
Properties=species:S:1:pos:R:3:nbo_charge:R:1
F 0.080 1.289 1.469 -0.34
C -0.582 1.017 0.342 0.48
N 0.371 0.470 -0.596 -0.59
C 1.294 -0.416 -0.207 0.69
N 2.180 -0.916 -1.111 -0.56
C 2.898 -2.043 -0.514 -0.23
C 2.842 -1.717 0.988 -0.22
N 1.574 -0.974 0.987 -0.56
C -1.018 2.238 -0.485 -0.30
C -2.274 2.418 -0.860 -0.15
C -3.354 1.511 -0.648 -0.30
C -3.143 0.422 0.137 0.01
Br -4.400 -0.995 0.331 0.11
C -1.818 0.051 0.804 -0.51
H 0.093 0.753 -1.510 0.45
H 1.895 -1.075 -2.073 0.42
H 3.929 -2.212 -0.823 0.24
H 2.348 -3.073 -0.768 0.21
H 2.717 -2.443 1.774 0.24
H 3.673 -1.077 1.212 0.21
H 1.206 -0.706 1.921 0.45
H -0.265 3.090 -0.490 0.25
H -2.426 3.441 -1.296 0.25
H -4.312 1.842 -0.938 0.25
H -1.825 0.077 1.896 0.26
H -1.681 -0.974 0.458 0.24
```

Values from the calculation:
Maximum force: 3.54 eV/A
Gap between HOMO and LUMO: 8.96 eV
HOMO energy: -12.0 eV
SMILES: F[C@]1([NH+]=C2NCCN2)C=CC=C(Br)C1
Net charge: +1

---

8.
Entry from OMol25: an isolated molecule of C9H12BrIO2 in a non-equilibrium geometry (wB97M-V/def2-TZVPD).

Geometry as XYZ:
```
25
Properties=species:S:1:pos:R:3:nbo_charge:R:1
C -1.872 0.977 -1.521 0.80
C -0.310 -1.004 0.254 -0.38
C 0.389 0.239 2.291 -0.37
C 1.104 -1.385 -0.275 -0.53
C 1.824 -0.021 1.874 -0.53
C -0.465 0.338 0.987 -0.37
C 2.065 -0.679 0.555 -0.04
C -0.130 1.301 -0.058 0.29
C -1.857 0.251 -2.885 -0.73
O -2.767 1.119 -0.745 -0.55
O -0.552 1.244 -1.329 -0.54
Br 0.719 2.893 0.496 0.06
I 4.016 -0.586 -0.153 0.16
H -0.885 -0.904 -0.665 0.20
H -0.896 -1.762 0.767 0.22
H -0.060 -0.491 3.001 0.21
H 0.308 1.151 2.800 0.22
H 0.841 -2.519 -0.407 0.24
H 1.223 -1.070 -1.291 0.22
H 2.318 0.893 1.848 0.23
H 2.098 -0.483 2.871 0.23
H -1.454 0.560 1.217 0.25
H -0.933 0.359 -3.386 0.24
H -2.713 0.398 -3.644 0.24
H -2.011 -0.820 -2.600 0.24
```

Values from the calculation:
Maximum force: 3.29 eV/A
Gap between HOMO and LUMO (alpha / beta): 7.72 / 7.54 eV
HOMO energy (alpha / beta): -7.5 / -7.6 eV

---

9.
Entry from OMol25: a structure of composition C9H12Cl2IrN2O4Ru in a non-equilibrium geometry (wB97M-V/def2-TZVPD).

Geometry as XYZ:
```
31
Properties=species:S:1:pos:R:3:nbo_charge:R:1
Ru 0.376 0.552 -4.208 0.94
Ir 0.654 0.864 -1.860 0.89
Cl -1.205 -0.590 -2.711 -0.17
Cl -0.530 2.603 -3.064 -0.10
C 2.017 2.022 -1.367 0.46
C 0.952 -0.949 -5.088 0.38
C 1.101 1.604 -5.546 0.39
O 2.821 2.763 -0.944 -0.19
O 1.188 -1.834 -5.812 -0.12
O 1.388 2.162 -6.532 -0.12
C 0.862 -2.609 1.088 -0.45
N 0.238 -1.456 1.685 -0.03
C -0.414 -1.604 2.970 -0.27
C -0.785 -0.260 3.526 -0.45
C -1.475 0.552 2.458 -0.27
N -0.647 0.664 1.274 -0.13
C -0.910 1.788 0.399 -0.38
C 0.112 -0.385 0.870 0.70
O 0.726 -0.476 -0.257 -0.57
H 1.914 -2.403 0.851 0.31
H 0.325 -2.884 0.167 0.29
H 0.788 -3.407 1.830 0.29
H -1.304 -2.238 2.854 0.32
H 0.284 -2.135 3.619 0.32
H 0.098 0.274 3.882 0.27
H -1.450 -0.414 4.381 0.32
H -1.716 1.549 2.829 0.30
H -2.429 0.049 2.213 0.30
H -0.768 1.482 -0.677 0.14
H -1.961 2.080 0.523 0.32
H -0.250 2.638 0.648 0.31
```

Values from the calculation:
Maximum force: 13.34 eV/A
2S+1: 10
Gap between HOMO and LUMO (alpha / beta): 7.05 / 4.98 eV
HOMO energy (alpha / beta): -22.1 / -24.6 eV
Expectation value of S²: 24.823
Net charge: +4

---

Number 1: calculated total energy -15656.090 eV. Number 2: calculated total energy -15654.445 eV. Number 3: calculated total energy -15655.726 eV. Number 4: calculated total energy -15652.193 eV. Number 5: calculated total energy -29631.895 eV. Number 6: calculated total energy -9520.594 eV. Number 7: calculated total energy -86750.434 eV. Number 8: calculated total energy -91761.266 eV. Number 9: calculated total energy -51105.483 eV.